1.
A molecular structure, C4HLiO2 at a distorted geometry, computed with the ωB97M-V functional and the def2-TZVPD basis.

HOMO energy, eV: -7.962
M, g mol⁻¹: 87.99
Kohn-Sham gap, eV: 7.21
Energy above the lowest of the compared OMol25 structures with the same formula, charge and spin, kcal per mole: 0.0
LUMO, eV: -0.748

Structure (ORCA input):
```
! wB97M-V def2-TZVPD RIJCOSX def2/J DEFGRID3
* xyz 0 1
O -0.219 -0.311 2.297
C 0.309 -0.345 1.098
C 1.298 -0.775 0.322
H 0.331 0.203 2.903
C 0.108 0.580 -1.593
C 0.200 -0.177 -0.412
O -0.573 -0.390 -2.283
Li -1.454 1.215 -2.333
*
```

The Löwdin scheme yields these atomic charges, measured in e:
1. O 0.0926
2. C -0.2954
3. C 0.0551
4. H 0.1340
5. C -0.2322
6. C -0.1647
7. O -0.3071
8. Li 0.7177

***

2.
A gas-phase ion, C4H11N2 (charge +1) at a distorted geometry, computed with the ωB97M-V functional and the def2-TZVPD basis.

HOMO energy, eV: -15.210
M, g mol⁻¹: 87.15
Kohn-Sham gap, eV: 11.61
SMILES: CCC/[NH+]=C/N
Energy above the lowest of the compared OMol25 structures with the same formula, charge and spin, kcal per mole: 10.4
LUMO, eV: -3.598

Structure (ORCA input):
```
! wB97M-V def2-TZVPD RIJCOSX def2/J DEFGRID3
* xyz 1 1
C 1.608 0.144 1.263
C 0.204 0.453 1.746
C -0.840 -0.171 0.829
N -0.694 -0.192 -2.837
C -0.677 -0.511 -1.568
N -0.852 0.290 -0.562
H 1.777 0.542 0.260
H 2.418 0.503 1.900
H 1.799 -0.932 1.272
H 0.068 1.527 1.723
H 0.035 0.021 2.731
H -1.828 -0.058 1.283
H -0.666 -1.248 0.749
H -0.495 -0.880 -3.540
H -0.617 0.762 -3.163
H -0.418 -1.532 -1.324
H -0.821 1.284 -0.763
*
```

natural (NBO) atomic charge list, values in e, 8 entries:
1. C -0.6221
2. C -0.4115
3. C -0.2114
4. N -0.7124
5. C 0.4017
6. N -0.4914
7. H 0.1944
8. H 0.2455

***

3.
A molecular structure, C31H37Cl5F6N9NaO4S5, computed with the ωB97M-V functional and the def2-TZVPD basis.

HOMO energy, eV: -1.772
M, g mol⁻¹: 1074.27
Kohn-Sham gap, eV: 5.25
Energy above the lowest of the compared OMol25 structures with the same formula, charge and spin, kcal per mole: 22.4
LUMO, eV: 3.474

Structure (ORCA input):
```
! wB97M-V def2-TZVPD RIJCOSX def2/J DEFGRID3
* xyz -2 1
Na -0.066 -0.343 0.586
C -0.852 -4.960 -0.722
C -0.370 -3.537 -0.580
N -1.158 -2.532 -0.742
N -2.380 -2.845 -1.243
C -3.376 -2.069 -0.862
N -4.549 -2.326 -1.571
S -3.420 -0.872 0.346
C 1.077 -3.320 -0.366
C 1.983 -4.378 -0.514
C 3.342 -4.139 -0.429
C 3.796 -2.853 -0.197
C 2.842 -1.860 -0.049
N 1.535 -2.084 -0.126
H -1.914 -4.994 -0.495
H -0.318 -5.627 -0.042
H -0.728 -5.327 -1.747
H -4.538 -3.214 -2.051
H -5.385 -2.113 -1.056
H 1.633 -5.379 -0.722
H 4.041 -4.958 -0.550
H 4.849 -2.616 -0.122
H 3.138 -0.835 0.146
Cl 1.150 -1.662 -3.542
C 1.812 -0.104 -3.079
C 1.232 0.580 -2.026
C 1.836 1.772 -1.727
Cl 1.307 2.677 -0.245
C 2.911 2.338 -2.410
Cl 3.611 3.870 -1.968
C 3.436 1.625 -3.484
Cl 4.773 2.269 -4.389
C 2.890 0.382 -3.819
Cl 3.574 -0.508 -5.145
F 2.486 -0.233 5.771
C 2.095 0.515 4.733
F 2.953 1.544 4.620
F 0.892 1.010 4.998
S 2.115 -0.461 3.160
O 1.437 0.423 2.240
O 3.505 -0.739 2.957
N 1.360 -1.779 3.482
S -0.212 -1.923 3.553
O -0.767 -1.500 4.807
O -0.916 -1.599 2.336
C -0.263 -3.764 3.604
F -1.534 -4.160 3.520
F 0.243 -4.232 4.752
F 0.417 -4.307 2.596
C -0.265 5.732 -1.727
C -1.149 4.824 -2.518
C -1.743 5.170 -3.692
C -2.514 4.160 -4.351
N -2.628 2.946 -3.903
C -1.983 2.570 -2.733
S -1.920 1.043 -2.159
N -1.329 3.589 -2.041
C -3.215 4.476 -5.642
H -0.154 6.687 -2.238
H 0.716 5.272 -1.589
H -0.692 5.928 -0.738
H -1.627 6.161 -4.106
H -0.790 3.271 -1.242
H -3.173 5.540 -5.878
H -4.255 4.156 -5.582
H -2.747 3.915 -6.453
C -5.020 3.467 3.402
C -5.687 2.662 2.288
C -5.187 2.985 0.883
C -3.734 2.618 0.622
N -2.779 3.590 1.150
C -1.745 3.291 1.967
S -1.578 1.845 2.777
N -0.857 4.319 2.142
C 0.440 4.196 2.796
C 0.660 5.225 3.902
C -0.009 4.900 5.238
C -1.535 4.856 5.200
H -5.508 3.279 4.363
H -5.079 4.542 3.201
H -3.968 3.197 3.509
H -6.769 2.829 2.318
H -5.533 1.593 2.465
H -5.349 4.051 0.663
H -5.784 2.422 0.162
H -3.556 2.494 -0.447
H -3.499 1.654 1.069
H -2.749 4.480 0.674
H -0.962 5.118 1.537
H 1.230 4.283 2.044
H 0.496 3.184 3.193
H 0.330 6.214 3.555
H 1.740 5.304 4.062
H 0.313 5.647 5.972
H 0.372 3.937 5.591
H -1.945 5.774 4.769
H -1.942 4.747 6.208
H -1.891 4.013 4.607
*
```

Löwdin atomic charge list, values in e, 8 entries:
1. Na 0.1271
2. C -0.0591
3. C -0.3032
4. N 0.0569
5. N -0.0487
6. C -0.9517
7. N 0.0123
8. S 0.5217

***

4.
A molecular structure, C44H52N4O3Sb2Tl at a distorted geometry, computed with the ωB97M-V functional and the def2-TZVPD basis.

HOMO energy (alpha / beta), eV: -7.027 / -7.803
M, g mol⁻¹: 1132.83
Kohn-Sham gap (alpha / beta), eV: 4.30 / 5.07
Energy above the lowest of the compared OMol25 structures with the same formula, charge and spin, kcal per mole: 60.5
LUMO (alpha / beta), eV: -2.732 / -2.730

Structure (ORCA input):
```
! wB97M-V def2-TZVPD RIJCOSX def2/J DEFGRID3
* xyz 1 1
Tl 10.324 13.783 11.905
N 6.966 13.169 6.735
C 6.645 14.066 5.569
C 5.177 14.498 5.736
C 4.992 15.343 7.019
N 5.404 14.502 8.229
C 5.887 16.592 6.887
C 7.400 16.277 6.677
N 8.100 15.938 7.890
C 7.664 15.274 5.476
H 6.828 12.175 6.508
H 6.250 13.586 7.612
H 7.940 13.235 7.031
H 6.779 13.435 4.708
H 4.555 13.572 5.928
H 4.794 15.025 4.857
H 3.921 15.591 7.115
H 4.672 14.248 8.867
H 6.169 14.985 8.765
H 5.718 17.370 7.665
H 5.683 17.149 5.958
H 7.738 17.266 6.341
H 8.444 16.787 8.302
H 8.862 15.286 7.734
H 8.739 14.836 5.569
H 7.641 15.758 4.500
C 8.083 14.975 16.455
C 7.482 16.374 16.554
C 7.691 17.233 15.366
Sb 9.821 17.492 15.229
C 9.678 19.685 15.618
C 9.396 20.616 14.622
C 8.712 21.810 15.001
C 8.456 22.153 16.325
C 8.919 21.294 17.299
C 9.535 20.062 16.967
C 9.799 17.629 13.097
C 10.933 17.259 12.395
C 11.008 17.582 11.045
C 10.024 18.445 10.460
C 8.840 18.674 11.157
C 8.717 18.276 12.505
Sb 10.286 14.968 16.552
C 11.140 9.773 15.165
C 10.484 9.557 16.432
C 10.558 10.580 17.372
C 11.340 11.734 17.182
C 12.107 11.859 16.075
C 11.872 10.956 14.983
C 10.729 15.739 18.501
C 11.953 15.257 19.033
C 12.338 15.534 20.324
C 11.340 16.106 21.177
C 10.242 16.768 20.641
C 9.999 16.690 19.273
H 7.707 14.483 15.561
H 7.899 14.284 17.306
H 7.719 16.915 17.509
H 6.381 16.257 16.644
H 7.299 18.249 15.432
H 7.264 16.822 14.399
H 9.691 20.411 13.542
H 8.398 22.468 14.148
H 7.928 23.124 16.460
H 8.988 21.625 18.323
H 9.703 19.379 17.783
H 11.746 16.718 12.845
H 11.899 17.353 10.494
H 10.125 18.903 9.466
H 8.039 19.299 10.777
H 7.814 18.462 13.085
H 9.911 8.684 16.774
H 9.814 10.645 18.239
H 11.230 12.643 17.766
H 12.884 12.644 16.022
H 12.347 11.074 14.047
H 12.616 14.658 18.434
H 13.262 15.158 20.675
H 11.377 16.171 22.302
H 9.747 17.503 21.242
H 9.280 17.394 18.866
C 9.155 7.655 13.294
O 10.080 7.870 14.355
C 11.004 8.825 14.137
C 11.988 8.833 12.980
H 9.647 7.297 12.361
H 8.595 8.616 13.038
H 8.450 6.875 13.614
H 12.063 7.826 12.570
H 12.907 9.203 13.409
H 11.595 9.556 12.201
O 9.779 13.651 7.417
C 10.317 12.821 8.186
N 10.329 12.858 9.569
C 10.842 11.653 10.015
O 11.009 11.313 11.205
C 11.248 10.764 8.893
C 11.909 9.554 8.856
C 12.309 9.088 7.563
C 11.858 9.753 6.428
C 11.149 11.013 6.492
C 10.889 11.468 7.744
H 12.317 9.053 9.741
H 12.860 8.181 7.594
H 12.099 9.341 5.450
H 10.908 11.594 5.599
*
```

Löwdin atomic charge list, values in e, 8 entries:
1. Tl 0.9483
2. N 0.1331
3. C -0.2732
4. C -0.1068
5. C -0.2908
6. N 0.0604
7. C -0.1158
8. C -0.3766

***

5.
2 unconnected molecules or ions with the total composition C3H9S2 at a distorted geometry, computed with the ωB97M-V functional and the def2-TZVPD basis.

HOMO energy, eV: -2.513
M, g mol⁻¹: 109.24
Kohn-Sham gap, eV: 6.01
Energy above the lowest of the compared OMol25 structures with the same formula, charge and spin, kcal per mole: 20.1
LUMO, eV: 3.494

Structure (ORCA input):
```
! wB97M-V def2-TZVPD RIJCOSX def2/J DEFGRID3
* xyz -1 1
C -1.724 0.979 -1.364
S -0.331 1.795 -2.233
H -1.421 0.220 -0.641
H -2.344 0.350 -2.011
H -2.392 1.752 -0.992
C 1.236 -1.390 0.649
C 0.523 -0.350 1.571
S 1.150 1.316 1.290
H 0.993 -1.306 -0.422
H 2.285 -1.071 0.717
H 1.189 -2.472 0.845
H 0.771 -0.661 2.589
H -0.551 -0.475 1.428
H 0.616 1.314 -1.425
*
```

natural (NBO) atomic charge list, values in e, 8 entries:
1. C -0.7268
2. S -0.1334
3. H 0.2409
4. H 0.1900
5. H 0.2067
6. C -0.6354
7. C -0.5327
8. S -0.6847

***

6.
A gas-phase ion, C10H13O3S (charge -1) at a distorted geometry, computed with the ωB97M-V functional and the def2-TZVPD basis.

HOMO energy, eV: -3.889
M, g mol⁻¹: 213.28
Kohn-Sham gap, eV: 7.05
LUMO, eV: 3.165

Structure (ORCA input):
```
! wB97M-V def2-TZVPD RIJCOSX def2/J DEFGRID3
* xyz -1 1
C 1.894 0.569 -0.483
C 1.523 0.877 1.038
C -1.497 0.221 -1.173
C -0.165 -0.390 -1.847
C -1.213 0.663 0.254
C 0.740 -0.057 -0.735
C 0.173 0.276 0.620
C -0.993 -0.402 1.262
C -1.258 -1.914 0.951
C -1.268 -0.140 2.781
O 3.384 -0.118 -3.478
O 2.995 0.843 -1.057
O 3.597 2.241 -3.129
S 2.751 1.109 -2.928
H 1.899 0.267 1.836
H 1.542 1.904 1.280
H -1.946 1.076 -1.754
H -2.218 -0.642 -1.141
H -0.298 -1.381 -1.788
H -0.013 0.033 -2.950
H -1.807 1.566 0.557
H -0.394 -2.313 1.483
H -1.007 -1.834 -0.125
H -2.252 -2.181 1.189
H -0.794 0.794 3.132
H -0.984 -0.970 3.455
H -2.390 -0.095 2.752
*
```

natural (NBO) atomic charge list, values in e, 8 entries:
1. C 0.4093
2. C -0.4339
3. C -0.4003
4. C -0.4279
5. C -0.2619
6. C -0.1977
7. C -0.0579
8. C -0.0133

***

7.
A molecular structure, ClNO3Pt3 at a distorted geometry, computed with the ωB97M-V functional and the def2-TZVPD basis.

HOMO energy (alpha / beta), eV: -27.079 / -26.275
M, g mol⁻¹: 682.69
Kohn-Sham gap (alpha / beta), eV: 7.28 / 4.51
⟨S²⟩: 12.041
Energy above the lowest of the compared OMol25 structures with the same formula, charge and spin, kcal per mole: 2.9
LUMO (alpha / beta), eV: -19.804 / -21.769

Structure (ORCA input):
```
! wB97M-V def2-TZVPD RIJCOSX def2/J DEFGRID3
* xyz 4 7
Pt 0.423 -2.161 0.418
Pt 0.914 2.131 2.199
Pt -2.466 -0.767 3.370
N 0.447 0.238 -1.938
O -0.350 1.053 -2.472
O 0.075 -0.507 -1.107
O 1.657 0.162 -2.209
Cl -0.699 -0.149 1.738
*
```

The natural (NBO) scheme yields these atomic charges, measured in e:
1. Pt 1.6120
2. Pt 1.0674
3. Pt 1.6215
4. N 0.6784
5. O -0.0516
6. O -0.4873
7. O 0.0720
8. Cl -0.5124